ORCA calculation (wB97M-V/def2-TZVPD) on C17H15F29GaO5S2 as an isolated structure in a non-equilibrium geometry.

Computed properties:
Net charge = -1
Orbital gap = 7.28 eV

Geometry as XYZ:
```
69
Properties=species:S:1:pos:R:3:forces:R:3:lowdin_charge:R:1
O 1.598170 -1.263545 0.297402 -0.901 -0.635 -0.916 -0.417
S 1.686903 -0.172732 -0.676336 2.400 0.345 2.028 0.555
O 1.568515 1.109262 0.018293 -0.908 0.323 -0.956 -0.413
Ga 3.810214 -0.234506 -1.740198 1.355 0.012 -1.162 0.078
S 5.057275 -1.601149 -0.359231 0.007 -0.377 0.290 0.258
C 0.354015 -0.319414 -1.995958 -1.106 -0.089 0.789 -0.546
F 0.824934 -0.798337 -3.139845 0.743 -0.388 -0.425 0.097
F -0.117776 0.905790 -2.258821 -0.339 0.519 0.134 0.106
C -0.825745 -1.250217 -1.603758 1.474 1.311 -1.225 -0.648
F -1.754217 -1.111324 -2.554185 -0.957 -0.124 -0.322 0.153
F -0.409788 -2.481578 -1.614550 0.085 -1.390 0.284 0.213
F -1.337423 -0.927006 -0.451802 -0.725 0.195 1.205 0.199
H 4.465133 1.214589 -1.823413 -0.396 0.011 0.321 -0.104
H 3.641785 -0.782725 -3.223090 -0.190 -0.190 0.152 -0.114
H 6.144048 -1.995793 -1.062036 -0.504 0.367 -0.289 -0.264
C -3.899098 -2.178788 -7.328502 0.152 -0.756 -0.033 -0.052
C -5.144782 -1.306539 -7.570921 0.229 -0.100 0.809 -0.442
C -5.003889 -0.182082 -8.597076 -0.275 0.368 -0.404 -0.302
F -4.062494 0.713860 -8.246554 -0.135 -0.103 -0.041 0.096
F -6.177729 0.493981 -8.694906 -0.038 -0.194 0.064 0.089
F -5.582838 -0.823350 -6.389944 -0.036 0.145 -0.123 0.134
F -6.123126 -2.141902 -8.029302 0.096 0.037 -0.371 0.099
O -3.085531 -1.862497 -6.211597 -0.218 0.837 -0.172 0.049
C -2.119875 -0.874681 -6.347489 -0.033 -0.963 -0.430 -0.527
C -2.405198 0.335793 -5.458602 -0.027 0.583 0.597 -0.275
F -3.617219 0.871766 -5.725410 0.021 -0.179 -0.051 0.093
F -1.486895 1.303494 -5.678070 0.147 -0.206 -0.185 0.105
F -1.973486 -0.540738 -7.646376 0.186 0.264 0.115 0.135
F -0.955215 -1.423688 -5.961604 0.062 0.213 0.214 0.161
H -4.280984 -3.173056 -7.098451 -0.144 0.090 0.103 0.148
H -3.306822 -2.306396 -8.235215 -0.050 0.285 -0.058 0.144
H -4.760782 -0.582722 -9.585420 0.018 -0.102 0.055 0.172
H -2.375989 0.060405 -4.403681 0.063 -0.180 -0.094 0.157
C 4.966819 2.905266 4.142795 0.053 0.635 -0.423 -0.059
C 4.774809 2.496401 5.615315 -0.692 -0.100 -0.546 -0.441
C 5.803280 1.525674 6.196060 0.269 -0.217 0.446 -0.303
F 5.816968 0.346920 5.549871 0.001 0.145 0.127 0.098
F 5.498085 1.261624 7.495405 -0.063 0.192 -0.034 0.083
F 3.523699 2.023172 5.784418 0.109 -0.090 0.147 0.134
F 4.852674 3.645456 6.354175 0.385 -0.015 0.071 0.092
O 4.210397 2.216777 3.166763 0.126 -0.663 0.628 0.050
C 4.692776 1.003395 2.681634 0.335 0.838 -0.320 -0.525
C 3.778678 -0.167216 3.048942 -0.586 -0.646 -0.091 -0.276
F 3.615713 -0.257112 4.392954 0.035 0.151 -0.053 0.080
F 4.314631 -1.334196 2.633680 0.145 0.292 0.104 0.060
F 5.968482 0.814427 3.087021 -0.036 -0.276 -0.040 0.130
F 4.731450 1.120162 1.350237 -0.195 -0.140 -0.020 0.120
H 4.603335 3.930742 4.077373 -0.138 -0.045 0.139 0.146
H 6.021470 2.960835 3.869318 0.051 -0.241 0.175 0.143
H 6.808074 1.957059 6.166025 -0.047 0.088 -0.058 0.171
H 2.794818 -0.050220 2.587654 0.080 0.162 -0.124 0.165
C -2.124073 -0.725093 2.672623 0.468 -0.251 -0.559 -0.044
C -3.645113 -0.564779 2.848212 0.452 -0.621 0.418 -0.437
C -4.156739 0.846076 3.138094 -0.447 0.383 -0.097 -0.296
F -3.659708 1.345279 4.286883 -0.086 -0.078 -0.107 0.092
F -5.509712 0.822348 3.271020 0.049 -0.153 -0.095 0.084
F -4.076989 -1.432822 3.792162 -0.139 0.160 0.047 0.125
F -4.217681 -0.961902 1.676138 -0.016 0.347 -0.144 0.105
O -1.381387 -1.166589 3.802752 -0.630 0.450 0.551 0.053
C -0.975556 -0.236087 4.742364 0.367 -0.155 -1.234 -0.536
C -1.634093 -0.470351 6.102943 -0.103 -0.091 0.523 -0.279
F -2.979356 -0.439672 6.013186 0.082 -0.041 -0.045 0.093
F -1.265269 0.503921 6.969377 0.138 0.025 -0.131 0.094
F -1.171271 1.013704 4.284708 0.045 0.122 0.382 0.145
F 0.355190 -0.387973 4.885455 -0.009 -0.051 0.369 0.154
H -1.994077 -1.527087 1.947839 -0.114 -0.080 0.092 0.141
H -1.668982 0.148899 2.205768 -0.124 0.139 0.163 0.148
H -3.908933 1.527350 2.319737 0.077 -0.089 -0.038 0.175
H -1.336031 -1.437275 6.512728 0.104 -0.013 -0.123 0.174
```
Positions in Å, forces in eV/Å.

=====

ORCA calculation (wB97M-V/def2-TZVPD) on C17H15F3IrN5O3S5 as an isolated structure in a non-equilibrium geometry.

Computed properties:
Net charge = +1
Spin multiplicity = 2
Orbital gap (spin up / spin down) = 7.28 / 6.27 eV
Energy relative to the best compared isomer or geometry (same formula, charge and spin) = 146.4 kJ/mol
⟨S²⟩ = 0.760

Geometry as XYZ:
```
49
Properties=species:S:1:pos:R:3:forces:R:3:lowdin_charge:R:1
Ir 0.286533 0.107229 0.047349 -3.283 -0.179 -1.201 0.779
O 0.384078 -2.092932 -0.189622 1.034 1.551 0.174 -0.237
N -0.512949 -2.788226 0.371312 -0.373 -0.420 0.088 0.005
N -1.464228 -2.176334 0.928553 0.633 -0.027 -0.248 -0.207
O -1.567833 -0.862545 0.955447 1.119 1.400 -0.439 -0.243
C -2.462537 -2.945908 1.607534 -0.432 -0.267 0.374 -0.178
C -2.316602 -4.323057 1.748663 0.104 0.100 -0.098 -0.011
C -3.289035 -5.034277 2.428128 -0.060 0.044 0.017 -0.059
C -4.393816 -4.385571 2.964571 0.012 0.020 0.054 -0.067
C -4.522131 -3.012872 2.827178 -0.009 -0.058 0.030 -0.067
C -3.558561 -2.285961 2.146252 0.198 0.166 -0.179 -0.030
H -1.455567 -4.819772 1.329407 0.015 -0.037 0.014 0.112
H -3.180114 -6.102641 2.549292 0.015 -0.024 -0.037 0.114
H -5.147938 -4.948813 3.496008 -0.007 -0.015 0.007 0.112
H -5.372974 -2.500997 3.254359 -0.042 0.008 -0.031 0.110
H -3.649533 -1.218636 2.006576 -0.036 0.004 0.024 0.104
O 2.412372 6.255790 -2.318605 0.015 0.001 -0.002 0.020
C 2.023383 5.200256 -1.945729 -0.048 -0.109 -0.026 -0.961
S 2.891976 3.662106 -2.210972 -0.001 -0.059 -0.020 1.020
C 1.746941 2.630791 -1.397335 0.504 -0.113 -0.280 -1.111
C 0.631407 3.246174 -0.845185 -0.348 0.537 0.198 -1.110
S -0.607505 2.473670 0.015332 1.138 -1.805 0.220 0.648
S 0.492248 4.967801 -1.049796 -0.026 -0.112 0.036 1.014
S 2.101626 0.976992 -1.363615 -1.176 -0.525 1.454 0.671
F -2.359232 -1.458638 -6.463822 0.024 -0.012 0.069 0.160
C -3.037287 -0.720487 -5.581867 -0.127 0.012 -0.173 -0.591
F -4.232783 -1.296624 -5.390603 0.050 -0.004 0.047 0.162
F -3.257192 0.481515 -6.135811 0.035 -0.015 0.065 0.162
C -2.297970 -0.572528 -4.273208 0.078 0.018 0.079 -0.079
C -1.055370 -1.149951 -4.076016 -0.119 0.066 0.011 0.048
C -0.422572 -0.939509 -2.863023 0.091 -0.103 -0.136 -0.112
N -0.969850 -0.208172 -1.894256 1.267 0.172 1.057 -0.055
C -2.174946 0.326393 -2.075700 -0.258 0.124 0.116 -0.116
C -2.877957 0.171169 -3.254535 0.131 -0.095 -0.049 0.040
H -0.583221 -1.742372 -4.845051 0.021 -0.007 0.002 0.133
H 0.547405 -1.370558 -2.656752 -0.014 0.003 -0.005 0.104
H -2.583213 0.892826 -1.250302 0.017 -0.001 -0.017 0.089
H -3.849489 0.626170 -3.381374 -0.022 0.015 0.044 0.137
C -2.081982 1.901606 3.883821 -0.037 -0.079 0.057 -0.035
N -0.781972 1.661806 3.280277 -0.269 0.005 -0.148 -0.032
C -0.218085 0.477464 3.158062 0.030 0.007 0.263 -0.840
N -0.748645 -0.583089 3.746418 -0.151 0.097 0.106 0.161
S 1.292345 0.324664 2.316929 0.166 -0.203 -1.478 0.621
H -2.300878 2.962943 3.823388 0.006 -0.003 0.026 0.100
H -2.080883 1.604173 4.933647 -0.005 0.017 -0.002 0.100
H -2.861486 1.357190 3.346037 -0.010 -0.003 0.024 0.093
H -0.326313 2.426479 2.807109 0.093 -0.085 -0.076 0.093
H -1.689134 -0.577742 4.109566 0.052 -0.007 0.122 0.111
H -0.267535 -1.464453 3.686205 0.005 0.001 -0.133 0.115
```
Positions in Å, forces in eV/Å.

=====

ORCA calculation (wB97M-V/def2-TZVPD) on C17H15N2NiO3S4Sb as an isolated structure.

Computed properties:
Net charge = -1
Spin multiplicity = 2
Orbital gap (spin up / spin down) = 6.76 / 6.36 eV
⟨S²⟩ = 0.765

Geometry as XYZ:
```
43
Properties=species:S:1:pos:R:3:forces:R:3:lowdin_charge:R:1
Ni -0.387478 -0.254006 -0.158308 -0.133 -0.513 0.025 -0.190
S 3.463208 -2.435762 2.484839 -0.081 -0.052 -0.021 -0.298
Sb 2.234026 -0.820122 1.464665 -0.079 0.189 -0.045 0.216
S 1.494071 -1.165654 -0.757387 0.319 0.009 -0.055 0.033
S -0.070876 -0.540283 1.974757 0.208 0.108 0.206 0.067
C -4.660870 -2.397280 -1.084912 -0.002 0.040 0.013 -0.026
N -4.144818 -1.184360 -0.476095 -0.061 -0.037 0.015 -0.060
C -4.942801 -0.311297 0.214293 0.020 -0.047 -0.044 -0.070
C -4.452216 0.801653 0.771410 -0.010 0.039 -0.016 0.007
C -3.024717 1.108066 0.652818 -0.007 -0.078 0.103 -0.512
O -2.555375 2.162414 1.072598 0.017 0.024 -0.053 -0.017
N -2.257319 0.151358 0.037906 -0.189 0.026 -0.172 0.054
C -2.781956 -0.942769 -0.574146 -0.028 0.099 0.028 -0.520
O -2.062018 -1.716007 -1.210697 -0.090 0.103 -0.049 0.022
H -5.748621 -2.358566 -1.070652 -0.001 -0.001 0.006 0.081
H -4.319370 -3.280109 -0.544366 0.011 -0.003 0.001 0.096
H -4.308201 -2.473851 -2.110822 -0.001 -0.002 -0.012 0.090
H -5.990184 -0.579980 0.262069 -0.006 -0.001 0.009 0.118
H -5.084645 1.496829 1.301020 0.003 -0.002 -0.003 0.103
O 1.960668 2.506834 0.150316 -0.119 0.079 0.019 -0.545
S 0.478395 2.689273 0.152037 0.357 0.023 0.216 0.959
C 0.199985 4.468624 0.045699 -0.063 0.039 0.026 -0.353
C -1.017207 4.991962 0.457538 0.012 -0.016 -0.011 -0.076
C -1.213226 6.365490 0.387301 0.012 0.005 -0.010 -0.085
C -0.198613 7.194288 -0.072837 0.011 -0.017 0.001 -0.101
C 1.023087 6.654648 -0.459694 -0.030 -0.009 0.008 -0.086
C 1.227639 5.284316 -0.397588 0.029 0.003 -0.002 -0.068
C -0.035528 2.344593 -1.536701 -0.115 -0.023 -0.390 -0.380
C 0.924947 1.860426 -2.411773 -0.023 -0.011 0.093 -0.104
C 0.565428 1.564785 -3.721016 0.025 -0.003 0.001 -0.076
C -0.740138 1.749776 -4.144795 0.001 -0.012 -0.035 -0.092
C -1.699602 2.225744 -3.258771 -0.017 0.008 0.023 -0.080
C -1.353200 2.522238 -1.951566 0.034 0.009 0.122 -0.084
H -1.787320 4.326143 0.829729 -0.007 -0.004 0.008 0.089
H -2.158030 6.789242 0.704369 0.001 0.000 -0.001 0.099
H -0.354440 8.265204 -0.119293 -0.001 -0.005 0.000 0.095
H 1.817168 7.304416 -0.806410 0.000 -0.004 0.002 0.098
H 2.172834 4.830540 -0.671194 -0.009 0.008 0.001 0.109
H 1.927048 1.695162 -2.040006 0.011 0.010 -0.019 0.091
H 1.308088 1.172083 -4.403879 0.004 0.001 0.012 0.104
H -1.017671 1.510571 -5.164095 0.000 -0.003 0.007 0.097
H -2.723244 2.357354 -3.586958 -0.002 0.005 0.015 0.100
H -2.093409 2.875312 -1.244302 -0.003 0.014 -0.020 0.098
```
Positions in Å, forces in eV/Å.